17
Properties=species:S:1:pos:R:3:forces:R:3 method="wB97M-V/def2-TZVPD" e_homo_ev=-14.5 homo_lumo_gap_ev=10.4 total_charge=+1
C 1.2494 0.4317 -0.8662 0.9 -1.5 -2.3
H -1.0667 1.8541 1.8802 -0.1 -0.1 -0.1
H -0.5726 -1.6692 -0.2051 -0.1 0.1 0.7
H -0.1167 -0.0177 -2.4444 0.1 1.3 -0.1
H 2.2211 -1.2839 -0.1426 0.0 -0.1 -0.1
H -1.8047 -1.0297 -1.2173 0.3 0.0 -0.3
H 1.3133 -0.3887 1.0215 -0.1 -0.6 -0.1
H -2.0676 1.0721 -0.1564 -0.1 0.0 0.1
H 1.9873 0.8925 -1.5139 -0.1 0.2 0.1
C -0.8126 0.8434 1.5142 -0.6 -0.3 0.5
C -1.6782 0.2471 0.4431 0.7 -0.2 -0.9
H -2.5514 -0.2467 0.8825 0.2 0.1 0.2
H 2.7488 0.1523 0.5341 0.2 -0.2 -0.3
C 0.0970 -0.0111 -1.3826 -0.6 -0.7 1.0
N 1.9389 -0.3627 0.1773 -0.7 1.7 1.7
C -0.9787 -0.7255 -0.5750 -0.1 0.3 0.1
O 0.0932 0.2421 2.0508 0.5 0.1 -0.3

17
Properties=species:S:1:pos:R:3:forces:R:3 method="wB97M-V/def2-TZVPD" e_homo_ev=-13.6 homo_lumo_gap_ev=9.4 total_charge=+1 smiles="C=CC[C@H]([NH3+])C=O"
H 0.1864 -0.7485 -2.5890 -0.4 0.4 0.2
C -1.0143 0.6503 -0.2246 3.1 1.8 0.4
C 0.8496 -1.2453 0.2704 1.1 -0.4 -2.2
C -2.2160 1.2379 1.8106 2.5 0.4 4.6
H 1.1427 0.6330 -2.6141 -0.5 0.5 0.3
O 2.0044 -1.5123 0.0113 -0.6 -0.5 0.8
N 0.8058 -0.1423 -2.0432 1.1 -1.8 0.9
H 1.6542 -0.7318 -1.9125 0.0 0.1 -0.2
H -2.3777 1.5228 2.9023 0.8 -0.5 -1.3
H -3.0983 1.4600 1.3558 -2.2 -0.2 -2.2
H 1.3086 0.7780 -0.1992 -1.9 -0.8 -0.6
H -1.0545 1.6885 -0.7306 -0.4 -1.7 0.7
H 0.0012 0.9795 1.8099 -1.9 -0.5 -0.1
C -1.0347 0.8560 1.3367 0.4 1.1 -1.8
C 0.4489 0.0840 -0.5628 -1.3 0.9 1.9
H 0.2103 -2.0001 0.8515 0.3 1.6 -0.4
H -1.8489 0.0149 -0.4442 -0.1 -0.4 -0.8

17
Properties=species:S:1:pos:R:3:forces:R:3 method="wB97M-V/def2-TZVPD" e_homo_ev="-10.1 / -15.2" homo_lumo_gap_ev="5.5 / 7.6" spin_multiplicity=3 total_charge=+1 s_squared=2.011
H -0.4702 0.1777 -2.4712 -1.1 -1.2 2.2
H 3.2640 2.6786 -2.2170 -1.9 -0.9 1.2
C 2.1137 2.0650 -0.6704 -0.7 0.0 -0.2
H -2.4861 -1.2974 0.6508 -2.8 0.7 -2.5
O 2.3825 2.2470 -1.9506 2.0 1.0 -2.3
N -0.1758 -0.6187 -0.5523 0.3 0.2 0.7
H 1.2400 1.5160 -0.4978 -1.2 -0.6 0.0
H -1.2607 0.5432 1.5135 -0.3 -0.5 -0.2
C -1.6848 -1.5703 1.1807 2.0 -1.8 2.8
H -1.7382 -2.5610 1.6789 0.2 0.8 -0.5
C -0.2408 -1.1706 0.6752 2.2 -1.3 1.5
C -0.9670 -0.4741 1.8002 -0.5 2.2 0.9
H -1.7549 -1.0386 -1.5906 -1.6 -0.7 -0.5
H 2.7407 2.1840 0.1336 1.8 0.6 1.3
H 0.6519 -1.8017 0.9884 -1.4 0.6 -0.8
H -0.7293 -0.4200 2.8772 0.8 -0.8 -0.8
C -0.8849 -0.4591 -1.5486 2.3 1.9 -2.8

17
Properties=species:S:1:pos:R:3:forces:R:3 method="wB97M-V/def2-TZVPD" e_homo_ev="-8.0 / -16.0" homo_lumo_gap_ev="4.5 / 9.5" spin_multiplicity=3 total_charge=+1 s_squared=2.007
H -1.2592 -1.8825 0.0408 0.9 -2.5 1.1
H -0.1462 1.8342 0.0458 -0.5 0.8 -0.8
C 0.8134 -0.0453 0.2884 -5.5 -1.1 7.9
C 1.9747 -0.9491 0.3980 -1.6 0.8 -1.1
H 2.8438 -0.7472 0.9876 0.2 1.3 0.6
C 1.7620 0.0461 -0.7779 8.5 0.3 -2.4
H -2.5522 -0.8686 0.3626 -0.9 0.2 -1.4
H -1.2428 -0.8679 -1.1631 -1.5 0.5 -1.2
H -1.2684 1.2201 -1.0764 -0.2 0.7 1.0
C -0.7152 0.1156 0.5789 0.2 -1.2 0.1
N -1.0990 1.4047 -0.0590 0.6 2.6 -0.3
O 1.4946 1.1824 0.0512 -1.6 1.3 -1.4
H -0.9381 0.3115 1.6343 0.0 -0.7 0.3
H 1.6692 -0.0043 -1.7919 -0.4 -0.2 -2.5
H 2.0454 -1.9627 0.2594 -1.1 -2.4 -1.2
H -1.7778 2.1503 0.3763 1.1 -2.4 -0.9
C -1.6041 -0.9373 -0.1552 1.7 1.7 2.3

18
Properties=species:S:1:pos:R:3:forces:R:3 method="wB97M-V/def2-TZVPD" e_homo_ev=-3.1 homo_lumo_gap_ev=4.9 total_charge=-1
H 0.8642 -2.2432 -1.2048 0.0 -0.1 0.0
C 1.1511 -0.0917 0.5765 -1.0 -0.2 0.4
O 3.3746 0.3208 -0.1986 -0.3 0.2 -0.1
H -2.8938 -0.4655 0.6088 0.1 1.0 0.1
H -1.6365 2.7194 0.5663 -0.6 -0.6 -0.2
H 0.5963 -0.7858 1.2131 0.6 -0.1 0.1
C 0.3014 0.5166 -0.4261 1.3 -0.8 -0.7
H 2.9746 -0.3792 1.6427 -0.2 -0.4 -0.3
H -1.0188 0.9143 1.3559 0.5 -0.8 0.1
C -2.0762 -0.4230 -0.1444 -1.1 -2.7 -0.6
H 0.7616 1.4395 -0.7682 0.0 0.1 -0.4
C 2.5553 -0.0563 0.6562 0.3 0.6 0.6
H 0.1192 -0.1665 -1.2653 -0.7 0.2 0.0
N -1.6193 2.0109 -0.1871 0.9 0.7 -0.4
O -1.4678 -1.5525 -0.1529 0.5 -0.3 0.0
H 1.5371 -2.5097 -1.3905 -0.1 0.0 0.0
C -1.0899 0.8712 0.2623 -0.5 2.5 1.5
H -2.4331 -0.1194 -1.1441 0.0 0.5 0.0

18
Properties=species:S:1:pos:R:3:forces:R:3 method="wB97M-V/def2-TZVPD" e_homo_ev=-3.7 homo_lumo_gap_ev=7.5 total_charge=-1 smiles="NCCCCC(=O)[O-]"
H -0.8640 -2.2236 -1.1578 1.1 1.5 2.7
O 1.9347 0.9694 -1.0623 1.0 -1.4 -2.5
H 0.6798 -1.3417 -0.5181 -0.1 -0.7 0.4
C -0.8200 -0.0918 -1.1533 0.2 1.3 -1.4
H -1.9771 -0.1836 -1.1643 1.6 1.0 -0.2
H -0.4151 -0.1230 -2.2745 -0.9 0.0 2.4
H -0.9648 1.3397 0.4479 1.2 0.7 -0.2
H 0.0522 -1.4799 1.4654 2.3 -0.4 2.5
H -1.0764 -0.2365 1.2701 -1.1 -0.4 0.6
H -0.6089 2.2200 -1.0768 0.3 -1.4 0.8
C -0.8466 -1.2676 1.0464 -1.7 -3.3 -0.9
H -1.2733 -3.3900 1.2234 -0.1 2.0 0.9
H -2.4624 -2.5956 0.6871 0.1 0.8 0.8
C -0.2704 1.3233 -0.4284 -4.5 -1.0 -1.9
C -0.4071 -1.3706 -0.3715 -0.6 0.4 -5.1
O 1.6128 2.1494 0.7832 -1.7 -0.9 -1.7
C 1.1864 1.4755 -0.2585 2.0 2.0 4.6
N -1.7892 -2.4785 1.4747 0.8 0.0 -1.9

18
Properties=species:S:1:pos:R:3:forces:R:3 method="wB97M-V/def2-TZVPD" e_homo_ev=-2.6 homo_lumo_gap_ev=6.2 total_charge=-1 smiles="C[C@H](CC=O)NC[O-]"
H -0.6625 2.7680 0.1671 0.1 0.0 0.3
C 0.4951 0.3922 -0.3965 -0.4 -0.4 0.1
H 1.3040 1.5290 1.3032 0.3 0.1 0.0
C 1.2015 0.4996 0.9700 -0.5 -0.5 -0.8
O -2.6120 2.3475 0.2942 0.1 -0.1 0.2
H 2.1255 -0.0586 0.8173 0.3 0.5 0.4
C -1.0112 0.6186 -0.2501 -1.0 0.0 1.1
H 1.3478 -2.5725 0.1024 0.0 -0.1 0.7
H -1.6634 0.3390 -1.0836 0.5 -0.1 -0.4
O -0.3459 -2.9969 -0.9475 0.1 0.0 0.0
H -0.2584 -1.8387 0.6900 0.4 0.2 0.5
H 0.6194 -0.0471 1.7043 -0.1 -0.1 0.2
H 0.2555 -1.0034 -1.8499 -0.1 -0.2 0.1
C -1.4645 1.9965 0.1450 0.2 0.1 -0.7
N 0.7857 -0.9079 -0.9890 0.1 0.3 0.3
H 0.9048 1.1674 -1.0403 0.1 0.2 -0.3
C 0.3531 -2.1728 -0.1778 -0.3 -0.1 -1.6
H -1.3744 -0.0598 0.5412 0.1 0.1 -0.1

18
Properties=species:S:1:pos:R:3:forces:R:3 method="wB97M-V/def2-TZVPD" e_homo_ev=-2.0 homo_lumo_gap_ev=5.1 total_charge=-1
H 1.1096 -1.8019 -0.4560 0.4 0.1 0.2
H -1.6690 -1.3603 0.3237 0.0 0.1 -0.1
H -2.8412 0.7650 1.1236 -0.2 -0.2 -0.2
H -0.8307 -0.1205 1.2420 0.4 0.0 -0.2
N 1.4828 1.0468 0.9588 -0.2 0.0 1.5
C -1.2509 -0.3480 0.2543 -0.4 0.0 -0.2
C 1.9174 -0.0331 0.4936 -4.3 -2.0 -0.9
C 1.1663 -0.7254 -0.6432 -0.3 0.6 -0.3
H -0.2455 0.8819 -1.0638 0.4 0.0 -0.2
C -0.2516 -0.2006 -0.8937 0.1 0.6 0.3
H 1.7684 -0.5736 -1.5466 0.0 -0.3 -0.1
H 3.2073 0.1210 0.1875 3.5 -2.1 1.1
O 3.0817 -0.7432 0.8155 0.1 3.1 -1.2
H -2.0261 1.6656 -0.1071 0.3 -0.1 -0.3
C -2.4524 0.6327 0.0540 -0.6 -0.2 0.9
O -3.3700 0.2420 -0.8299 0.2 0.1 -0.2
H 1.8106 1.1769 1.9211 0.7 0.6 -0.4
H -0.6066 -0.6252 -1.8338 -0.3 -0.2 0.2

Q: Which DFT total energy values were calculated for the entries above? A: -8876.5775 -8875.2047 -8871.3984 -8867.8617 -10926.9049 -10931.4172 -10931.3373 -10929.3629, in eV.
Q: Which M values were calculated for the entries above? A: 100.14 100.14 100.14 100.14 116.14 116.14 116.14 116.14, in Da.